11
Properties=species:S:1:pos:R:3:forces:R:3:nbo_charge:R:1 method="wB97M-V/def2-TZVPD" lumo_energy_ev=0.19 max_force_ha_per_bohr=0.09990 orbital_gap_ev=11.3 total_charge=0 de_lowest_kcal_mol=58.8 smiles=N#CCn1cnnn1
N -1.942 -1.076 -0.196 -1.65 0.47 -1.31 -0.2949
N -1.406 1.009 -0.853 0.00 -4.90 1.56 -0.0416
N -2.325 0.006 -0.956 3.18 1.45 1.57 -0.0304
N -0.428 0.360 -0.002 1.25 1.38 1.11 -0.2258
N 2.486 -0.763 -1.169 -1.61 2.07 2.46 -0.2821
C 1.895 -0.080 -0.413 0.52 -0.80 -1.56 0.2318
C 0.902 0.769 0.450 1.80 -0.47 -1.36 -0.2998
C -0.779 -0.842 0.383 -4.26 -0.97 -1.41 0.1309
H 1.011 1.823 0.116 0.36 -0.56 1.01 0.2756
H -0.583 -1.650 1.099 1.43 1.04 -0.17 0.2677
H 1.168 0.442 1.542 -1.01 1.28 -1.90 0.2687

=====

8
Properties=species:S:1:pos:R:3:forces:R:3:nbo_charge:R:1 method="wB97M-V/def2-TZVPD" lumo_energy_ev=0.40 max_force_ha_per_bohr=0.06353 orbital_gap_ev=10.0 total_charge=0 de_lowest_kcal_mol=38.1 smiles="Cc1nc1=O"
O -1.585 2.718 -2.397 0.00 -0.05 -0.05 -0.5481
N -0.067 0.762 -2.633 -0.41 0.12 1.02 -0.3060
C -0.053 -0.034 -0.140 2.83 0.57 -1.53 -0.6827
C -0.377 0.774 -1.347 1.55 -0.43 0.01 0.1991
C -0.936 1.755 -2.124 -0.33 0.65 -0.62 0.5913
H -0.925 -0.036 0.379 -2.23 -0.34 2.20 0.2387
H 0.223 -0.996 -0.500 -0.18 -1.14 -0.31 0.2427
H 0.860 0.218 0.475 -1.23 0.63 -0.71 0.2650

=====

8
Properties=species:S:1:pos:R:3:forces:R:3:nbo_charge:R:1 method="wB97M-V/def2-TZVPD" lumo_energy_ev=0.00 max_force_ha_per_bohr=0.01693 orbital_gap_ev=8.7 total_charge=0 de_lowest_kcal_mol=52.0
O -0.026 1.760 0.058 -0.33 -0.18 0.04 -0.5545
N 0.604 -0.804 -0.145 0.83 0.16 -0.20 -0.2265
C 1.768 -0.651 -0.384 -0.79 -0.22 0.22 0.1177
C -0.909 0.922 0.073 0.10 0.16 -0.02 0.3545
C -0.652 -0.507 -0.022 -0.05 0.01 0.00 -0.2489
H -1.975 1.205 0.151 0.09 0.00 -0.02 0.1223
H 2.607 -0.649 0.301 -0.03 -0.04 -0.05 0.2155
H -1.416 -1.275 -0.033 0.18 0.12 0.02 0.2199

=====

8
Properties=species:S:1:pos:R:3:forces:R:3:nbo_charge:R:1 method="wB97M-V/def2-TZVPD" lumo_energy_ev=-0.32 max_force_ha_per_bohr=0.02201 orbital_gap_ev=11.0 total_charge=0 de_lowest_kcal_mol=5.0 smiles="CC(=O)C#N"
O 1.226 -1.306 -0.478 -0.41 0.32 0.17 -0.4508
N -1.979 -1.631 0.618 0.97 0.48 -0.33 -0.2468
C 0.330 -0.581 -0.127 0.35 -0.14 -0.14 0.5021
C 0.394 0.919 -0.075 0.08 0.03 0.00 -0.7043
C -0.970 -1.173 0.286 -0.93 -0.49 0.30 0.1572
H 0.010 1.292 0.880 0.03 -0.09 -0.13 0.2447
H 1.426 1.239 -0.224 -0.14 -0.05 0.00 0.2469
H -0.238 1.331 -0.870 0.05 -0.07 0.11 0.2510

=====

8
Properties=species:S:1:pos:R:3:forces:R:3:nbo_charge:R:1 method="wB97M-V/def2-TZVPD" lumo_energy_ev=1.07 max_force_ha_per_bohr=0.08680 orbital_gap_ev=10.6 total_charge=0 de_lowest_kcal_mol=16.6
O -0.365 -0.514 -1.031 -0.03 0.08 -0.57 -0.4264
N -0.103 1.246 0.356 1.78 -1.14 0.30 -0.4418
C -0.400 0.835 -0.796 -2.84 0.59 -3.39 0.3369
C 0.399 0.053 0.858 -0.56 -1.38 0.62 -0.1105
C 0.189 -1.068 0.122 -0.38 3.12 -0.19 0.0244
H 0.262 -2.126 0.330 0.07 0.23 -0.56 0.2277
H 0.874 0.058 1.749 1.21 0.03 2.89 0.1943
H -0.855 1.516 -1.589 0.75 -1.53 0.90 0.1952

=====

8
Properties=species:S:1:pos:R:3:forces:R:3:nbo_charge:R:1 method="wB97M-V/def2-TZVPD" lumo_energy_ev="-0.53 / -0.36" max_force_ha_per_bohr=0.10204 orbital_gap_ev="7.8 / 8.3" total_charge=0 de_lowest_kcal_mol=132.9
O -2.362 -0.286 -0.167 3.80 0.06 1.14 -0.4149
N -1.044 -0.146 -0.034 -1.18 0.94 -2.34 0.0301
C -0.121 0.388 -0.839 0.87 1.02 -2.16 0.0110
C 0.154 -0.420 0.823 0.26 -1.45 5.03 -0.0296
C 1.089 0.091 0.052 -0.50 -0.17 -1.09 -0.2784
H 2.215 0.156 0.087 -1.91 0.16 -0.16 0.2611
H 0.186 -0.638 1.893 -0.53 -0.47 -0.40 0.2128
H -0.118 0.855 -1.814 -0.81 -0.08 -0.02 0.2078

=====

8
Properties=species:S:1:pos:R:3:forces:R:3:nbo_charge:R:1 method="wB97M-V/def2-TZVPD" lumo_energy_ev=-0.44 max_force_ha_per_bohr=0.06204 orbital_gap_ev=9.2 total_charge=0 de_lowest_kcal_mol=162.4
O -0.321 1.360 -0.615 0.60 0.07 0.68 -0.3194
N 0.549 0.243 -1.043 1.04 -0.71 0.32 -0.2751
C -1.085 0.396 1.680 -0.96 -0.36 2.61 0.0881
C -0.009 -0.621 0.053 0.43 0.30 -0.84 -0.1970
C -0.651 0.704 0.549 1.23 0.67 -2.87 -0.0600
H 0.670 -1.257 0.573 0.65 0.18 0.74 0.2201
H -0.724 -1.242 -0.386 -1.36 -0.89 -0.59 0.2009
H 1.571 0.416 -0.810 -1.62 0.75 -0.05 0.3424

=====

8
Properties=species:S:1:pos:R:3:forces:R:3:nbo_charge:R:1 method="wB97M-V/def2-TZVPD" lumo_energy_ev=0.59 max_force_ha_per_bohr=0.10558 orbital_gap_ev=8.8 total_charge=0 de_lowest_kcal_mol=136.2
O 1.214 -0.427 -0.094 -0.67 -0.84 0.04 -0.4386
N -1.085 -0.416 -0.050 -0.84 0.32 0.43 -0.3456
C 1.093 0.821 -0.117 1.77 2.66 0.42 0.0617
C -0.044 -1.119 -0.052 -0.15 1.72 -0.26 0.1706
C -1.597 0.705 -0.212 2.38 -3.49 -3.40 0.0888
H -1.919 1.359 0.467 -1.13 2.27 3.00 0.1742
H 0.157 -2.107 0.096 -0.34 -2.46 0.19 0.1916
H 2.181 1.184 -0.038 -1.03 -0.18 -0.41 0.0972

=====

8
Properties=species:S:1:pos:R:3:forces:R:3:nbo_charge:R:1 method="wB97M-V/def2-TZVPD" lumo_energy_ev=1.06 max_force_ha_per_bohr=0.00640 orbital_gap_ev=10.7 total_charge=0 de_lowest_kcal_mol=0.2 smiles=c1cocn1
O 0.885 -0.497 0.659 -0.02 0.03 0.05 -0.4070
N -0.966 0.708 0.400 0.21 -0.20 0.15 -0.4533
C 0.599 -0.466 -0.673 -0.10 0.02 -0.15 0.0421
C -0.525 0.261 -0.838 0.05 -0.16 -0.19 -0.1242
C -0.102 0.225 1.226 -0.17 0.10 0.11 0.3157
H -1.070 0.461 -1.748 0.11 0.08 0.10 0.2187
H 1.269 -0.999 -1.330 -0.10 0.09 0.09 0.2137
H -0.089 0.307 2.303 0.04 0.05 -0.15 0.1943

=====

8
Properties=species:S:1:pos:R:3:forces:R:3:nbo_charge:R:1 method="wB97M-V/def2-TZVPD" lumo_energy_ev=1.04 max_force_ha_per_bohr=0.03051 orbital_gap_ev=10.6 total_charge=0 de_lowest_kcal_mol=13.4 smiles=c1cocn1
O 0.533 1.052 0.261 0.00 -0.11 0.55 -0.4109
N 0.559 -1.156 -0.116 0.28 0.52 -0.64 -0.4466
C 1.248 -0.079 0.020 0.31 0.05 0.12 0.3188
C -0.753 0.610 0.265 -0.17 0.04 -0.35 0.0602
C -0.749 -0.700 -0.021 -0.35 0.46 -0.92 -0.1462
H -1.544 -1.060 -0.650 -0.43 -1.23 0.88 0.2183
H 2.309 0.070 -0.123 -0.07 -0.15 0.33 0.1948
H -1.604 1.263 0.365 0.42 0.42 0.04 0.2116

=====

8
Properties=species:S:1:pos:R:3:forces:R:3:nbo_charge:R:1 method="wB97M-V/def2-TZVPD" lumo_energy_ev=-0.11 max_force_ha_per_bohr=0.01794 orbital_gap_ev=8.3 total_charge=0 de_lowest_kcal_mol=93.5 smiles="C1=CNOC=1"
O -0.993 0.238 0.705 0.10 -0.34 -0.25 -0.2855
N -0.325 1.018 -0.232 0.38 -0.72 0.30 -0.2774
C -0.216 -0.858 0.838 0.10 -0.21 0.19 0.1830
C 0.793 0.265 -0.575 -0.04 0.15 -0.49 0.0031
C 0.931 -0.966 0.050 -0.29 0.58 0.45 -0.4262
H -0.941 1.065 -1.031 -0.47 0.76 -0.22 0.3922
H -0.628 -1.527 1.590 0.08 0.10 -0.08 0.2030
H 1.379 0.765 -1.346 0.13 -0.31 0.10 0.2078

=====

8
Properties=species:S:1:pos:R:3:forces:R:3:nbo_charge:R:1 method="wB97M-V/def2-TZVPD" lumo_energy_ev=0.81 max_force_ha_per_bohr=0.10454 orbital_gap_ev=12.4 total_charge=0 de_lowest_kcal_mol=14.4
O 2.106 -0.670 -0.751 0.34 0.03 0.51 -0.5369
N 0.042 -1.159 1.378 -0.52 0.50 -0.46 -0.3568
C -1.028 0.606 -0.294 3.32 0.15 4.23 -0.6888
C -0.418 -0.388 0.654 -0.56 -0.16 0.86 0.2955
C 2.455 -0.643 0.326 0.22 0.01 -0.74 0.5307
H -1.817 0.099 -0.653 -3.28 -0.80 -1.47 0.2460
H -1.109 1.544 0.305 -0.51 -0.63 -1.03 0.2595
H -0.232 0.609 -0.965 1.00 0.89 -1.91 0.2509

=====

9
Properties=species:S:1:pos:R:3:forces:R:3:nbo_charge:R:1 method="wB97M-V/def2-TZVPD" lumo_energy_ev=-1.94 max_force_ha_per_bohr=0.02157 orbital_gap_ev=9.2 total_charge=0 de_lowest_kcal_mol=76.9 smiles="N#CC(=O)C=O.[H][H]"
O 0.048 0.939 -1.517 0.10 -0.59 0.34 -0.3906
O -2.156 -0.381 -0.428 0.60 -0.21 0.21 -0.4176
N 2.527 -0.981 -0.148 -1.02 0.39 -0.18 -0.2136
C 0.165 0.014 -0.763 -0.03 0.52 -0.50 0.3870
C 1.491 -0.537 -0.408 0.97 -0.38 0.15 0.1473
C -1.044 -0.667 -0.088 -0.62 0.08 -0.12 0.3415
H 0.119 1.314 1.544 -0.01 0.08 0.09 -0.0103
H -0.816 -1.405 0.707 0.00 0.08 -0.11 0.1383
H -0.334 1.703 1.103 0.02 0.04 0.12 0.0179

=====

9
Properties=species:S:1:pos:R:3:forces:R:3:nbo_charge:R:1 method="wB97M-V/def2-TZVPD" lumo_energy_ev=0.31 max_force_ha_per_bohr=0.03037 orbital_gap_ev=9.9 total_charge=0 de_lowest_kcal_mol=54.9 smiles="N#C/C(O)=C/O"
O -1.646 0.502 -0.073 0.15 0.61 -0.30 -0.7013
O -0.345 -1.457 0.566 0.43 -0.21 0.30 -0.6458
N 2.982 -0.434 -0.263 -1.02 -0.08 0.22 -0.2708
C 1.841 -0.484 -0.080 0.58 -0.36 -0.05 0.2361
C -0.283 0.621 -0.294 0.38 -0.06 -0.84 0.0312
C 0.412 -0.442 0.092 -0.11 0.21 -0.49 0.1504
H 0.015 1.461 -0.888 0.50 0.27 0.13 0.2029
H -1.243 -1.039 0.464 0.42 -0.93 0.44 0.5015
H -1.732 1.273 0.477 -1.34 0.55 0.58 0.4959

=====

9
Properties=species:S:1:pos:R:3:forces:R:3:nbo_charge:R:1 method="wB97M-V/def2-TZVPD" lumo_energy_ev=0.71 max_force_ha_per_bohr=0.08515 orbital_gap_ev=10.0 total_charge=0 de_lowest_kcal_mol=43.1 smiles=Oc1ncco1
O 1.978 0.930 0.642 -0.02 -2.63 1.48 -0.6469
O 0.121 0.873 -0.828 2.72 0.85 1.26 -0.4375
N 0.214 -0.574 0.847 -2.47 -3.60 0.37 -0.5281
C -0.924 0.078 -0.952 -3.73 -0.05 -0.97 0.0824
C 0.791 0.372 0.310 0.37 2.37 -2.42 0.7289
C -0.948 -0.900 -0.024 1.92 2.48 1.17 -0.1505
H -1.784 0.520 -1.592 1.88 -1.29 0.85 0.2160
H -1.777 -1.485 0.301 0.04 -0.57 0.03 0.2245
H 2.329 0.186 1.296 -0.72 2.44 -1.77 0.5112

=====

9
Properties=species:S:1:pos:R:3:forces:R:3:nbo_charge:R:1 method="wB97M-V/def2-TZVPD" lumo_energy_ev=-0.78 max_force_ha_per_bohr=0.01540 orbital_gap_ev=9.0 total_charge=0 de_lowest_kcal_mol=100.6
O 2.100 -0.940 0.448 -0.49 0.17 -0.03 -0.5733
O -0.102 -1.421 0.602 0.07 -0.10 -0.04 -0.6552
N 0.530 0.634 -0.128 0.04 -0.12 0.04 -0.6203
C -1.725 -0.108 0.089 -0.05 0.78 -0.12 0.0515
C -0.834 0.817 -0.266 -0.25 -0.21 0.14 -0.2723
C 0.956 -0.610 0.297 0.20 -0.06 -0.04 0.8806
H 1.216 1.346 -0.337 -0.17 -0.22 0.01 0.4310
H -1.219 1.731 -0.708 0.04 -0.05 0.02 0.2676
H -0.923 -1.449 0.002 0.60 -0.18 0.04 0.4903

=====

9
Properties=species:S:1:pos:R:3:forces:R:3:nbo_charge:R:1 method="wB97M-V/def2-TZVPD" lumo_energy_ev=0.08 max_force_ha_per_bohr=0.02895 orbital_gap_ev=9.3 total_charge=0 de_lowest_kcal_mol=66.1 smiles="N=C=C(O)C=O"
O -0.218 1.513 -0.823 -0.25 0.11 -0.06 -0.6569
O -2.217 -0.107 -0.027 0.27 -0.19 0.06 -0.5555
N 2.299 -0.566 0.349 -0.98 0.01 -0.03 -0.5515
C 1.252 -0.177 -0.162 0.10 -0.13 0.04 0.3860
C 0.032 0.239 -0.422 -0.07 -0.08 -0.08 -0.0109
C -1.097 -0.582 0.003 -0.30 0.11 -0.17 0.3691
H -1.171 1.618 -0.658 -0.10 0.13 -0.17 0.5002
H -0.881 -1.580 0.428 -0.02 0.13 -0.21 0.1378
H 2.001 -0.359 1.312 1.35 -0.09 0.63 0.3817

=====

9
Properties=species:S:1:pos:R:3:forces:R:3:nbo_charge:R:1 method="wB97M-V/def2-TZVPD" lumo_energy_ev=0.20 max_force_ha_per_bohr=0.20273 orbital_gap_ev=11.6 total_charge=0 de_lowest_kcal_mol=85.7 smiles="N#CCOC=O"
O -1.807 -1.141 0.367 2.56 4.86 -2.54 -0.5421
O -0.263 0.498 -0.635 -3.01 -0.70 -0.01 -0.4778
N 2.398 -1.071 -0.426 -6.37 4.26 5.78 -0.2551
C -1.414 -0.265 -0.463 -1.10 -4.22 -0.80 0.6314
C 1.547 -0.466 0.273 7.20 -5.29 -5.37 0.2267
C 0.559 0.566 0.453 -3.46 -1.12 4.50 -0.1763
H 1.074 1.437 0.446 1.48 2.95 -0.12 0.2276
H -0.248 0.682 1.491 3.01 -1.06 -2.65 0.2285
H -1.846 -0.239 -1.506 -0.30 0.32 1.21 0.1371

=====

9
Properties=species:S:1:pos:R:3:forces:R:3:nbo_charge:R:1 method="wB97M-V/def2-TZVPD" lumo_energy_ev=-0.78 max_force_ha_per_bohr=0.04588 orbital_gap_ev=9.7 total_charge=0 de_lowest_kcal_mol=123.2
O -0.475 1.789 -0.255 -0.38 0.79 -0.93 -0.5388
O 0.093 -0.165 -0.933 -0.17 -0.13 0.23 -0.4847
N -0.245 -1.973 1.361 1.33 -0.19 -0.66 -0.5670
C -0.427 1.031 -1.203 -0.11 0.59 0.62 0.6370
C 0.292 -0.019 0.449 0.54 -2.26 0.42 0.2345
C 0.847 -2.229 0.956 -0.83 1.22 0.00 0.0674
H -0.537 -0.124 1.102 -0.52 0.96 0.05 0.2470
H -0.777 1.244 -2.220 0.22 -0.34 0.14 0.1789
H 1.229 0.447 0.743 -0.08 -0.63 0.13 0.2257

=====

9
Properties=species:S:1:pos:R:3:forces:R:3:nbo_charge:R:1 method="wB97M-V/def2-TZVPD" lumo_energy_ev=0.64 max_force_ha_per_bohr=0.14368 orbital_gap_ev=10.3 total_charge=0 de_lowest_kcal_mol=106.1 smiles=Oc1cnoc1
O 1.891 0.147 -0.255 -0.02 -1.22 1.76 -0.6105
O -1.651 0.570 -0.115 -0.06 7.37 -0.52 -0.2307
N -1.586 -0.661 -0.260 3.34 -5.58 1.94 -0.0758
C 0.589 0.237 0.042 -5.09 -0.59 -1.21 0.1489
C -0.405 1.167 -0.002 0.46 2.96 0.39 0.0014
C -0.295 -0.934 -0.004 0.06 -4.06 0.80 -0.1553
H -0.391 2.311 0.091 -0.25 -2.16 -0.38 0.2231
H -0.038 -2.044 0.451 -0.44 2.74 -2.02 0.2108
H 1.885 -0.793 0.053 1.99 0.53 -0.75 0.4882